[1]
Entry from the OMol25 dataset: a structure of composition C9H36CrN18O9 (wB97M-V/def2-TZVPD).

Properties
2S+1 = 4
total charge = +3
lowest unoccupied orbital energy (alpha / beta) = -9.21 / -7.51 eV
strongest force on any atom = 8.6 eV/Å

Each line ends with the Mulliken charge.
Positions of all 73 atoms, in Å:
Cr -0.204 -0.105 0.149  1.1345
C 2.474 1.572 -0.512  0.0650
O 1.487 0.970 0.012  0.4171
N 2.810 1.521 -1.703  -0.3966
N 2.940 2.671 -0.040  -0.3708
H 2.519 0.661 -2.146  0.1225
H 3.671 1.994 -1.938  0.1964
H 2.383 3.083 0.695  0.1798
H 3.753 3.139 -0.416  0.1870
C -1.007 3.417 0.849  0.5818
O -0.741 2.233 0.764  -0.1720
N -0.472 4.317 1.567  -0.3857
N -2.077 3.940 0.276  -0.4606
H -0.848 5.251 1.657  0.1812
H 0.405 4.045 1.988  0.1869
H -2.621 3.387 -0.371  0.1259
H -2.411 4.871 0.480  0.1873
C 3.436 -1.314 1.565  0.5174
O 2.289 -1.189 1.381  -0.0980
N 3.880 -1.158 2.757  -0.4643
N 4.342 -1.537 0.720  -0.3880
H 3.223 -0.978 3.502  0.1858
H 4.852 -0.920 2.898  0.1829
H 4.080 -1.578 -0.254  0.2036
H 5.332 -1.614 0.908  0.1798
C -3.424 0.095 1.101  0.6330
O -2.186 0.059 0.867  -0.5658
N -4.050 -0.421 2.109  -0.4427
N -4.332 0.530 0.271  -0.5483
H -5.006 -0.144 2.281  0.2090
H -3.450 -0.658 2.886  0.2740
H -4.117 1.277 -0.374  0.2109
H -5.232 0.576 0.728  0.1581
C -0.587 1.922 -2.544  0.1458
O -0.532 1.142 -1.588  0.2449
N 0.413 2.755 -2.771  -0.3645
N -1.575 2.197 -3.279  -0.3614
H 0.248 3.537 -3.388  0.2082
H 1.155 2.737 -2.086  0.1504
H -2.387 1.815 -2.817  0.2661
H -1.491 2.857 -4.039  0.2154
C -0.401 -3.384 1.000  0.4683
O -0.452 -2.175 1.023  -0.3070
N 0.658 -4.115 1.331  -0.5813
N -1.447 -4.077 0.799  -0.3852
H 1.459 -3.525 1.503  0.1692
H 0.800 -4.918 0.736  0.2589
H -1.314 -4.972 1.249  0.2419
H -2.371 -3.672 0.753  0.2582
C 0.471 0.408 3.336  0.2591
O 0.101 0.251 2.191  -0.0787
N 0.488 1.617 3.782  -0.4220
N 0.539 -0.571 4.189  -0.3726
H 0.766 1.731 4.747  0.2588
H 0.704 2.300 3.070  0.1191
H 0.174 -1.454 3.862  0.2352
H 0.922 -0.464 5.117  0.2347
C 1.468 -1.883 -2.090  0.0382
O 1.010 -1.325 -1.103  -0.2733
N 2.270 -2.867 -2.093  -0.2371
N 1.220 -1.392 -3.286  -0.3808
H 2.471 -3.413 -1.267  0.3003
H 2.814 -3.176 -2.886  0.2355
H 0.269 -1.087 -3.435  0.1177
H 1.680 -1.725 -4.122  0.2211
C -2.286 -1.443 -2.179  0.1804
O -1.483 -1.258 -1.271  -0.2183
N -2.069 -2.213 -3.184  -0.3972
N -3.496 -1.080 -2.268  -0.2860
H -1.246 -2.794 -3.123  0.2969
H -2.751 -2.244 -3.929  0.1487
H -3.971 -0.709 -1.458  0.2077
H -3.940 -1.324 -3.141  0.1574

---

[2]
Entry from the OMol25 dataset: a cluster of 9 separate species, C9H36N18O9 in total (wB97M-V/def2-TZVPD).

Properties
2S+1 = 2
total charge = -1
lowest unoccupied orbital energy (alpha / beta) = 2.20 / 2.08 eV
strongest force on any atom = 8.0 eV/Å

Each line ends with the Mulliken charge.
Positions of all 72 atoms, in Å:
C 0.915 4.163 6.045  0.3361
O 0.288 3.864 5.073  -0.5328
N 1.268 5.327 6.432  -0.1717
N 1.130 3.347 7.005  -0.4429
H 1.117 5.447 7.423  0.2667
H 1.023 5.963 5.686  0.1224
H 0.751 2.412 7.039  0.2044
H 1.863 3.501 7.682  0.2397
C 1.502 12.123 2.127  -0.0251
O 1.967 12.281 3.227  -0.4967
N 0.375 11.481 1.794  -0.3458
N 2.091 12.590 1.051  -0.3593
H 0.339 11.284 0.804  0.2022
H -0.120 10.840 2.398  0.2907
H 1.771 12.377 0.117  0.1826
H 2.855 13.193 1.322  0.2433
C 1.807 7.184 3.527  -2.8430
O 0.956 7.715 4.256  -0.0742
N 1.657 6.589 2.437  0.2594
N 3.017 7.155 3.911  0.5591
H 0.837 6.961 1.981  0.3589
H 2.508 6.506 1.899  0.5060
H 3.347 7.550 4.780  0.0930
H 3.603 6.498 3.415  0.4851
C 7.043 11.991 7.287  0.4775
O 8.028 12.704 7.616  -0.7239
N 6.711 10.852 7.782  0.2892
N 6.257 12.100 6.226  -0.4827
H 7.261 10.345 8.461  0.0927
H 5.954 10.305 7.398  0.1914
H 5.978 11.183 5.907  0.1206
H 6.336 12.901 5.615  0.2047
C 3.710 15.335 3.581  0.4881
O 3.402 15.550 2.428  -0.7550
N 3.405 14.336 4.314  0.1485
N 4.651 16.003 4.135  -0.3662
H 3.758 14.174 5.247  0.1067
H 2.681 13.722 3.967  0.0847
H 4.747 16.930 3.745  0.2122
H 4.934 15.851 5.093  0.3764
C 3.057 9.751 6.373  -0.8803
O 4.166 9.931 6.802  0.1200
N 2.434 10.492 5.514  0.3509
N 2.326 8.745 6.852  -0.0947
H 1.440 10.356 5.626  0.0779
H 2.851 11.285 5.048  -0.0626
H 2.719 8.055 7.476  0.2483
H 1.350 8.697 6.595  0.0321
C 4.261 14.563 7.508  0.5583
O 4.954 15.006 6.637  -0.7697
N 3.765 15.291 8.502  -0.4503
N 4.021 13.293 7.641  -0.0344
H 3.238 14.959 9.297  0.1638
H 3.877 16.294 8.469  0.2301
H 3.540 12.838 8.405  0.2397
H 4.733 12.700 7.242  0.0528
C 7.117 7.274 6.986  -0.9474
O 7.502 6.501 7.783  -0.2897
N 5.905 7.312 6.582  0.3175
N 7.875 8.006 6.274  -0.2347
H 5.617 7.896 5.811  0.0910
H 5.329 6.826 7.255  0.0630
H 8.683 8.332 6.785  0.1553
H 7.604 8.239 5.330  0.5221
C 5.206 8.676 10.635  0.4339
O 4.222 8.350 10.025  -0.4596
N 5.167 9.288 11.750  -0.4085
N 6.521 8.353 10.318  -0.3632
H 5.972 9.191 12.353  0.2223
H 4.526 10.068 11.768  0.2324
H 7.232 8.946 10.722  0.2388
H 6.737 7.789 9.508  0.1221